[1]
{"formula": "C32H28IN3O2PPt", "method": "ωB97M-V/def2-TZVPD", "homo_ha": -0.392, "relative_energy_ev": 0.000, "charge": 1, "e_tot_ev": -62836.0381, "elements": ["Pt", "C", "C", "N", "C", "C", "C", "O", "C", "C", "N", "C", "C", "C", "C", "C", "C", "I", "C", "O", "H", "H", "H", "H", "H", "H", "H", "H", "H", "H", "H", "H", "N", "C", "C", "C", "C", "C", "C", "P", "C", "C", "C", "C", "C", "C", "C", "C", "C", "C", "C", "C", "H", "H", "H", "H", "H", "H", "H", "H", "H", "H", "H", "H", "H", "H", "H", "H"], "xyz": [[-0.72834, 0.17330, 0.21175], [2.72768, 2.62038, -1.74983], [1.60845, 3.37595, -1.09957], [1.72235, 4.67776, -0.99255], [0.72535, 5.39156, -0.44117], [-0.44917, 4.84449, 0.00531], [-1.54542, 5.75452, 0.50152], [-2.13242, 5.32788, 1.72585], [-0.60466, 3.43666, -0.09254], [-1.89269, 2.87080, 0.23425], [-2.19623, 1.61377, 0.19268], [-3.57476, 1.24845, 0.29809], [-4.57616, 2.06876, -0.21467], [-5.90849, 1.71346, -0.08867], [-6.26486, 0.52264, 0.52319], [-5.28058, -0.33217, 0.99725], [-3.95357, 0.03410, 0.86935], [-2.44851, -1.27002, 1.50501], [0.45713, 2.68471, -0.61824], [0.49806, 1.37390, -0.74933], [3.27621, 3.30581, -2.39068], [2.35925, 1.77761, -2.33241], [3.42337, 2.22050, -1.00650], [0.89453, 6.46003, -0.37154], [-2.35628, 5.80431, -0.22963], [-1.14352, 6.76516, 0.59398], [-1.59794, 5.65197, 2.45703], [-2.68073, 3.56660, 0.49866], [-4.30905, 2.97729, -0.73683], [-6.67122, 2.36460, -0.49243], [-7.30504, 0.24153, 0.61009], [-5.55046, -1.27810, 1.44680], [2.49471, 0.68528, 1.47897], [3.19218, -0.31874, 0.83902], [4.58351, -0.39185, 1.01163], [5.32026, -1.41487, 0.46117], [4.69912, -2.41652, -0.28336], [3.33428, -2.36214, -0.45528], [2.56367, -1.32114, 0.08182], [0.77082, -1.54599, 0.03123], [0.36255, -2.26942, -1.57780], [1.12805, -1.96028, -2.69967], [0.76201, -2.44526, -3.94631], [-0.36488, -3.24128, -4.08082], [-1.14189, -3.53886, -2.96946], [-0.78488, -3.04921, -1.72412], [0.52879, -2.81391, 1.31804], [0.51094, -4.17729, 1.03749], [0.42102, -5.09766, 2.07148], [0.36555, -4.66633, 3.38895], [0.41076, -3.30891, 3.67586], [0.48990, -2.38439, 2.64651], [1.68730, 1.05142, 1.00349], [3.06231, 1.38983, 1.92118], [5.07411, 0.37736, 1.59602], [6.39105, -1.43948, 0.61533], [5.27280, -3.22441, -0.71413], [2.84533, -3.15285, -1.01166], [2.00560, -1.33323, -2.60413], [1.36005, -2.19865, -4.81321], [-0.64030, -3.62963, -5.05216], [-2.02956, -4.14819, -3.07345], [-1.40722, -3.27642, -0.86785], [0.57178, -4.52859, 0.01557], [0.40132, -6.15539, 1.84543], [0.29828, -5.38757, 4.19217], [0.39018, -2.96844, 4.70247], [0.54821, -1.32516, 2.87531]], "lowdin_charge": [0.72, -0.01, -0.25, 0.14, -0.09, -0.14, -0.20, -0.06, -0.07, -0.03, -0.11, -0.31, -0.01, -0.05, -0.06, -0.13, -0.57, 1.28, -0.28, -0.29, 0.09, 0.08, 0.08, 0.12, 0.13, 0.12, 0.10, 0.12, 0.12, 0.12, 0.12, 0.11, 0.12, -0.32, -0.03, -0.06, -0.07, -0.10, -0.28, 0.90, -0.37, -0.08, -0.06, -0.06, -0.06, -0.11, -0.41, -0.08, -0.06, -0.06, -0.07, -0.17, 0.03, 0.10, 0.12, 0.11, 0.11, 0.11, 0.11, 0.11, 0.11, 0.11, 0.08, 0.11, 0.11, 0.11, 0.11, 0.09]}


[2]
{"formula": "C32H28N9OTi", "method": "ωB97M-V/def2-TZVPD", "multiplicity": 3, "homo_ha": [-0.350, -0.356], "s_squared": 2.0061, "relative_energy_ev": 6.150, "charge": 1, "e_tot_ev": -72203.4932, "elements": ["Ti", "C", "C", "N", "C", "C", "N", "C", "C", "C", "C", "C", "N", "C", "C", "N", "C", "C", "N", "C", "C", "C", "N", "C", "C", "H", "H", "H", "H", "H", "H", "H", "H", "H", "H", "H", "H", "C", "C", "C", "C", "C", "C", "C", "C", "C", "C", "H", "H", "H", "H", "H", "H", "H", "H", "H", "H", "H", "H", "H", "H", "N", "C", "O", "C", "C", "N", "C", "N", "H", "H"], "xyz": [[-0.04652, -0.19269, -0.78136], [2.97888, -3.33023, -0.78820], [1.81644, -2.62275, -1.34835], [0.79610, -2.26936, -0.61555], [0.82760, -2.47696, 0.74200], [2.17360, -2.71079, 1.30682], [3.00170, -3.74959, 0.58556], [-0.23818, -1.93381, 1.50517], [-0.46406, -2.14711, 2.88494], [-1.46599, -1.45950, 3.53336], [-2.25066, -0.52600, 2.81640], [-1.98303, -0.36467, 1.48141], [-1.03386, -1.06868, 0.85164], [-2.65620, 0.58891, 0.57095], [-3.83034, 1.26352, 0.88236], [-4.45209, 2.04261, 0.00825], [-3.90809, 2.16384, -1.19490], [-2.71574, 1.53328, -1.51971], [-2.08486, 0.75388, -0.64198], [-1.71139, -1.67807, 4.97784], [-2.00892, -0.61612, 5.82497], [-2.21232, -0.87027, 7.17295], [-2.14791, -2.08464, 7.70856], [-1.87238, -3.09851, 6.89453], [-1.64496, -2.95021, 5.53418], [3.49930, -4.00649, -1.45375], [1.75810, -2.48730, -2.42103], [2.21490, -2.88085, 2.37936], [0.15377, -2.84571, 3.43269], [-3.02969, 0.02861, 3.31771], [-4.28581, 1.16277, 1.85871], [-4.42575, 2.78075, -1.91823], [-2.25197, 1.66186, -2.48723], [-2.06166, 0.39975, 5.45471], [-2.43516, -0.05713, 7.85421], [-1.83403, -4.08165, 7.34898], [-1.44598, -3.81923, 4.92095], [-1.96685, 2.21529, -5.26719], [-0.95227, 1.11732, -4.96547], [-0.16555, 0.77991, -6.23941], [0.00885, 1.45687, -3.84092], [0.89357, 0.47421, -3.37050], [1.86272, 0.77146, -2.41276], [1.94235, 2.04745, -1.84469], [2.99698, 2.39439, -0.81116], [1.03933, 3.00721, -2.27616], [0.10056, 2.71945, -3.26721], [-2.66658, 1.87037, -6.02714], [-1.47223, 3.10674, -5.65799], [-2.54968, 2.51106, -4.39253], [-1.49960, 0.21540, -4.66502], [0.40786, 1.64844, -6.56836], [-0.84779, 0.49857, -7.04133], [0.52965, -0.04470, -6.08569], [0.87754, -0.52095, -3.80369], [2.57834, 0.00804, -2.12876], [2.53666, 2.51818, 0.16674], [3.44088, 3.35658, -1.06871], [4.87785, 1.67318, -1.32288], [1.07883, 4.00798, -1.86155], [-0.55875, 3.51110, -3.59794], [2.31856, 0.72383, 2.64089], [2.08678, 0.42314, 1.36660], [1.02411, 0.79987, 0.82078], [3.16150, -0.33324, 0.64522], [4.20182, 0.22245, -0.20716], [4.08771, 1.41346, -0.74817], [3.15519, -1.67685, 0.78239], [3.94704, -2.63855, 0.11661], [1.62122, 1.22222, 3.17309], [3.18059, 0.44865, 3.08121]], "lowdin_charge": [1.04, -0.22, -0.09, -0.01, -0.21, -0.15, 0.10, -0.21, 0.06, -0.14, 0.05, -0.20, 0.01, -0.16, -0.04, 0.11, -0.08, -0.07, 0.05, -0.18, -0.02, -0.13, 0.07, -0.12, -0.01, 0.15, 0.11, 0.15, 0.12, 0.11, 0.12, 0.12, 0.08, 0.11, 0.11, 0.11, 0.12, -0.07, -0.38, -0.05, -0.22, -0.06, -0.08, -0.20, -0.11, 0.00, -0.02, 0.09, 0.09, 0.06, 0.14, 0.09, 0.09, 0.08, 0.12, 0.10, 0.12, 0.14, 0.13, 0.13, 0.12, 0.25, -0.44, -0.06, -0.15, 0.01, -0.02, -0.16, 0.14, 0.14, 0.14]}


[3]
{"formula": "C32H29AsN4OSW", "method": "ωB97M-V/def2-TZVPD", "multiplicity": 3, "homo_ha": [-0.705, -0.705], "s_squared": 2.0224, "relative_energy_ev": 0.000, "charge": 4, "e_tot_ev": -115122.8271, "elements": ["W", "N", "C", "C", "C", "C", "C", "C", "N", "C", "C", "C", "S", "C", "N", "H", "H", "H", "H", "H", "H", "H", "C", "C", "C", "C", "C", "C", "As", "C", "C", "C", "C", "C", "C", "C", "C", "C", "C", "C", "C", "H", "H", "H", "H", "H", "H", "H", "H", "H", "H", "H", "H", "H", "C", "N", "C", "C", "C", "O", "H", "H", "H", "H", "H", "H", "H", "H", "H"], "xyz": [[-0.54343, -0.31530, 0.17227], [-1.82951, -1.25813, 4.01493], [-1.19355, -0.09223, 4.44049], [-1.06259, 0.48462, 5.69647], [-0.36286, 1.67366, 5.75894], [0.17650, 2.27186, 4.61111], [0.04441, 1.69713, 3.36031], [-0.64265, 0.48925, 3.29149], [-0.95103, -0.34908, 2.20552], [-1.67818, -1.37897, 2.70750], [-2.14202, -2.37129, 1.77149], [-2.85957, -3.51657, 1.91573], [-3.11439, -4.25528, 0.40262], [-2.25282, -3.01479, -0.35844], [-1.79579, -2.08074, 0.45516], [-2.34528, -1.88867, 4.61742], [-1.49084, 0.02770, 6.57946], [-0.23513, 2.16045, 6.71629], [0.70230, 3.21147, 4.71632], [0.44203, 2.17588, 2.47673], [-3.23813, -3.95515, 2.82806], [-2.09685, -2.99232, -1.42775], [6.40743, 0.73868, -1.04656], [6.08919, 0.21103, 0.19942], [4.76301, 0.10263, 0.58930], [3.79133, 0.50168, -0.31816], [4.06978, 1.04594, -1.55883], [5.40760, 1.14741, -1.91944], [1.90807, 0.38216, 0.36402], [0.86718, 0.60796, -1.35402], [0.60754, 1.85338, -1.95929], [0.23550, 1.89804, -3.28799], [0.12989, 0.71616, -4.03074], [0.37645, -0.52168, -3.45856], [0.74776, -0.60219, -2.11515], [1.10088, -1.81923, -1.36113], [1.11557, -3.12842, -1.83699], [1.50257, -4.15850, -0.99250], [1.84522, -3.91697, 0.34175], [1.83416, -2.62779, 0.84001], [1.47037, -1.56285, -0.00051], [7.44432, 0.84479, -1.33692], [6.86998, -0.10409, 0.87856], [4.51044, -0.28418, 1.56898], [3.30076, 1.37533, -2.24509], [5.65884, 1.55482, -2.88967], [0.75164, 2.76814, -1.39493], [0.06163, 2.85375, -3.76666], [-0.11758, 0.77270, -5.08416], [0.33879, -1.41515, -4.06995], [0.86711, -3.34587, -2.86882], [1.55740, -5.16807, -1.38151], [2.15070, -4.73701, 0.97907], [2.15183, -2.43154, 1.85777], [-4.33358, 2.68136, -2.42292], [-3.46628, 1.61320, -1.90370], [-3.50944, 0.34111, -2.62134], [-2.73317, 1.81329, -0.84790], [-2.75347, 3.11898, -0.13617], [-1.97675, 0.86353, -0.35847], [-4.86290, 2.31316, -3.29594], [-3.75268, 3.55793, -2.70869], [-5.06985, 2.98251, -1.67789], [-3.24097, 0.50128, -3.66528], [-4.52245, -0.06088, -2.59369], [-2.83157, -0.37907, -2.17844], [-2.35387, 3.91005, -0.77613], [-2.16504, 3.05766, 0.77497], [-3.77395, 3.41134, 0.11809]], "lowdin_charge": [1.64, 0.25, -0.14, 0.05, -0.01, -0.02, -0.03, -0.20, -0.03, -0.21, -0.28, -0.24, 1.23, -0.39, -0.12, 0.21, 0.14, 0.14, 0.13, 0.08, 0.12, 0.10, -0.01, -0.02, -0.10, -0.34, -0.08, -0.02, 1.40, -0.49, -0.07, -0.01, 0.02, 0.03, -0.23, -0.24, 0.02, 0.03, 0.00, -0.05, -0.43, 0.14, 0.13, 0.11, 0.10, 0.13, 0.13, 0.14, 0.14, 0.14, 0.14, 0.14, 0.14, 0.13, 0.04, -0.08, 0.03, -0.36, 0.06, -0.21, 0.12, 0.12, 0.12, 0.12, 0.13, 0.06, 0.12, 0.10, 0.12]}